Entry 1:
C9H16ClGaIN2O2P | the ωB97M-V functional and the def2-TZVPD basis

Summary:
- net charge = +2
- HOMO-LUMO gap (alpha / beta) (eV) = 4.8865 / 4.8781
- multiplicity = 1

Cartesian coordinates (Å):
C  -0.7520  -2.1968  -0.4767
C  0.2665  -1.1260  -0.2947
H  -0.2745  -3.1487  -0.7180
H  -1.4756  -1.9204  -1.2564
H  -1.3824  -2.3405  0.4134
O  1.4768  -1.3145  -0.3760
I  0.7744  2.4958  0.8374
Ga  -0.9584  0.4035  0.6689
P  -0.0949  0.9130  -1.8506
C  1.6076  1.3707  -2.3743
C  -0.5261  -0.2119  -3.2275
H  -2.0466  2.3722  -1.9861
H  -0.9704  2.5329  -3.4264
H  -0.5274  3.3118  -1.8797
C  -1.0037  2.4334  -2.3309
H  -1.5465  -0.5951  -3.0961
H  -0.4628  0.3565  -4.1676
H  1.6018  1.5893  -3.4550
H  2.2932  0.5346  -2.1973
H  0.1811  -1.0522  -3.2632
H  1.9696  2.2503  -1.8293
C  2.7304  0.2584  0.8132
O  3.8332  -0.0144  0.6937
Cl  -3.0735  0.6404  0.7208
N  -0.2331  -0.3949  4.6235
C  0.0633  -1.6832  4.2283
C  -0.0427  -1.7117  2.8788
N  -0.4199  -0.4234  2.4566
C  -0.5214  0.3426  3.5451
H  -0.2094  -0.0655  5.5752
H  0.3332  -2.4493  4.9327
H  0.1424  -2.5459  2.2274
H  -0.7523  1.3888  3.5906

Results of the natural (NBO) charge analysis, in e, for atoms 1 through 6: number 1, C, carries -0.77; number 2, C, carries 0.42; number 3, H, carries 0.31; number 4, H, carries 0.29; number 5, H, carries 0.29; number 6, O, carries -0.37

Entry 2:
C4H6FNS2 | the ωB97M-V functional and the def2-TZVPD basis

Summary:
- net charge = 0
- energy relative to the best compared isomer or geometry (same formula, charge and spin) (kcal/mol) = 123.0
- HOMO-LUMO gap (eV) = 8.1404
- multiplicity = 1

Cartesian coordinates (Å):
C  -0.9414  1.0539  1.5708
C  -0.6586  1.1776  0.0855
C  0.2998  -1.2031  -0.0201
C  1.2129  -2.1195  -0.6100
H  0.2654  1.5994  1.9081
H  -1.6942  1.8827  1.7975
H  -1.0131  -0.2227  2.0781
H  0.0491  1.5097  -2.3201
H  0.3301  -1.1479  0.9983
H  1.5433  -2.8947  0.0236
N  -0.1030  0.1617  -0.4657
F  1.4927  -2.4361  -1.9092
S  -0.8366  2.6582  -0.7029
S  0.0537  -0.0192  -2.4337

Results of the natural (NBO) charge analysis, in e, for atoms 1 through 6: number 1, C, carries -0.68; number 2, C, carries 0.11; number 3, C, carries -0.12; number 4, C, carries 0.25; number 5, H, carries 0.26; number 6, H, carries 0.28

Entry 3:
C2H3IN2 | the ωB97M-V functional and the def2-TZVPD basis

Summary:
- net charge = 0
- energy relative to the best compared isomer or geometry (same formula, charge and spin) (kcal/mol) = 59.4
- HOMO-LUMO gap (alpha / beta) (eV) = 7.4036 / 7.3930
- multiplicity = 1

Cartesian coordinates (Å):
C  0.3277  -0.4282  0.0174
C  -0.7858  0.4498  0.0031
N  0.5252  -1.7025  -0.4248
N  0.5590  -1.5163  0.8156
I  2.8271  0.9771  -0.4335
H  -1.3475  0.4140  -0.8429
H  -0.5479  1.5189  0.0183
H  -1.5578  0.2871  0.8468

Results of the natural (NBO) charge analysis, in e, for atoms 1 through 6: number 1, C, carries 0.38; number 2, C, carries -0.74; number 3, N, carries -0.03; number 4, N, carries -0.03; number 5, I, carries -0.36; number 6, H, carries 0.25

For the records above, the corresponding molecular weight values read 447.3; 151.2; 182.0 g mol⁻¹.
For the records above, the corresponding E_tot values read -98939.09445; -30117.70828; -13199.24135 eV.